i.
Molecular formula: C5H9NO
Method: DFT, wB97M-V/def2-TZVPD

The geometry in ORCA input format:
```
! wB97M-V def2-TZVPD RIJCOSX def2/J DEFGRID3
* xyz -1 2
O 0.36339 -1.30249 -2.19049
N 1.07357 0.45208 0.31579
C -1.11522 0.59347 0.24218
C -0.58982 1.65046 -0.53114
C -0.12004 -1.24091 1.75811
C 0.77124 1.53607 -0.46317
C -0.06455 -0.12870 0.76039
H 1.54842 2.07667 -0.97507
H -0.32378 -2.21681 1.31383
H -0.89120 -1.05713 2.49789
H 0.84185 -1.32197 2.27574
H 0.16101 -0.71076 -2.93390
H -2.14170 0.29627 0.32205
H 2.05391 0.26486 0.41381
H -0.49103 -1.32625 -1.72496
H -1.07605 2.43516 -1.08107
*
```

* E_HOMO (alpha / beta): 1.340 / -4.440 eV
* ⟨S²⟩: 0.750
* E_LUMO (alpha / beta): 4.2 / 4.3 eV
* orbital gap (alpha / beta): 2.8 / 8.8 eV

***

ii.
Molecular formula: C5H9NO
Method: DFT, wB97M-V/def2-TZVPD

The geometry in ORCA input format:
```
! wB97M-V def2-TZVPD RIJCOSX def2/J DEFGRID3
* xyz -1 2
O -0.38415 -2.49871 0.67600
N 1.09023 -0.88189 -1.68412
C -1.15983 2.79963 0.62141
C 0.44899 0.96792 0.07978
C 0.17742 -0.48288 -0.64839
C 0.38223 -1.54598 0.48946
C -0.76271 1.52023 0.75755
H -2.04747 3.23118 1.06901
H -1.30059 0.75286 1.33547
H 1.30811 -1.29843 1.18852
H 0.80845 -1.63660 -2.19841
H 0.75530 1.75753 -0.64566
H -0.52826 3.51948 0.20798
H 1.33309 1.02560 0.72622
H -0.94495 -0.58339 -0.91144
H 1.54130 -0.15880 -2.18962
*
```

* E_HOMO (alpha / beta): 0.895 / -3.098 eV
* ⟨S²⟩: 0.754
* E_LUMO (alpha / beta): 3.9 / 3.9 eV
* orbital gap (alpha / beta): 3.0 / 7.0 eV

***

Ranking the structures above from most stable to least stable yields i, ii.